1.
This record from the OMol25 dataset describes a molecular structure, C39H41N6O2OsS4Sb at a distorted geometry. The level of theory is the ωB97M-V functional and the def2-TZVPD basis.

Spin multiplicity: 5
<S²>: 6.034
Max |F|: 1.31 eV/A
Kohn-Sham gap (alpha / beta): 7.59 / 5.38 eV
LUMO energy (alpha / beta): -0.009 / -0.100 hartree

```
94
C39H41N6O2OsS4Sb (the ωB97M-V functional and the def2-TZVPD basis)
Os 0.420 0.036 0.078
S 1.539 -2.112 -0.322
C 0.618 -2.430 1.100
S 0.519 -1.014 2.124
C -0.112 -3.577 1.307
C -0.824 -3.767 2.502
N -1.403 -3.892 3.486
C -0.288 -4.465 0.235
N -0.505 -5.088 -0.707
C -0.101 2.146 -6.515
C 0.118 3.372 -5.681
C 0.133 4.636 -6.250
C 0.361 5.764 -5.481
C 0.600 5.637 -4.124
C 0.595 4.386 -3.532
C 0.338 3.260 -4.306
N 0.365 1.970 -3.741
C 0.035 1.639 -2.461
N -0.944 2.374 -1.902
C -1.505 2.336 -0.618
C -1.111 1.386 0.335
C -1.736 1.427 1.585
C -2.719 2.357 1.873
C -3.089 3.283 0.916
C -2.484 3.301 -0.330
C -2.892 4.341 -1.333
N 0.581 0.591 -1.889
C 1.731 0.031 -2.540
C 2.987 0.564 -2.242
C 4.124 0.027 -2.814
C 4.012 -1.021 -3.712
C 2.767 -1.535 -4.026
C 1.610 -1.031 -3.443
C 0.278 -1.649 -3.752
H -0.440 2.419 -7.511
H -0.841 1.491 -6.057
H 0.830 1.587 -6.620
H -0.037 4.731 -7.312
H 0.372 6.737 -5.947
H 0.810 6.509 -3.526
H 0.828 4.268 -2.484
H 0.933 1.291 -4.233
H -1.267 3.144 -2.472
H -1.439 0.735 2.364
H -3.187 2.357 2.846
H -3.851 4.014 1.142
H -3.686 4.956 -0.920
H -3.265 3.882 -2.248
H -2.060 5.001 -1.578
H 3.066 1.382 -1.540
H 5.089 0.434 -2.559
H 4.892 -1.446 -4.165
H 2.678 -2.349 -4.731
H 0.240 -1.986 -4.786
H -0.545 -0.955 -3.568
H 0.134 -2.522 -3.110
C -2.994 -3.538 -3.452
C -3.289 -3.364 -1.979
Sb -2.252 -1.676 -1.000
C -3.333 -0.014 -1.975
C -4.704 -0.276 -2.560
C -3.427 -1.714 0.869
C -4.840 -2.252 0.759
H -3.647 -4.309 -3.859
H -1.964 -3.848 -3.601
H -3.168 -2.623 -4.017
H -2.988 -4.253 -1.431
H -4.348 -3.191 -1.814
H -2.665 0.370 -2.745
H -3.413 0.738 -1.194
H -4.680 -1.034 -3.338
H -5.092 0.644 -3.001
H -5.397 -0.592 -1.787
H -3.434 -0.682 1.219
H -2.864 -2.313 1.584
H -5.406 -1.745 -0.018
H -5.363 -2.101 1.702
H -4.833 -3.316 0.545
O 6.124 3.774 1.693
S 5.175 2.834 2.213
O 5.685 1.659 2.855
N 4.096 2.419 1.003
C 2.916 2.818 1.310
S 1.600 2.735 0.232
C 2.731 3.481 2.610
C 1.545 3.923 3.178
C 1.617 4.569 4.403
C 2.840 4.779 5.027
C 4.024 4.305 4.465
C 3.944 3.647 3.261
H 0.600 3.762 2.678
H 0.709 4.912 4.878
H 2.868 5.312 5.966
H 4.970 4.449 4.964
```

Atom charges from the Löwdin analysis, given in e for atoms 1 to 6: atom 1 (Os): 1.1383, atom 2 (S): 0.6203, atom 3 (C): -1.1210, atom 4 (S): 0.6126, atom 5 (C): -0.3919, atom 6 (C): -0.2526

=====

2.
This record from the OMol25 dataset describes a molecular structure, C39H42Br3F6N2O6P3SSeZr at a distorted geometry. The level of theory is the ωB97M-V functional and the def2-TZVPD basis.

Spin multiplicity: 2
<S²>: 0.767
Max |F|: 1.40 eV/A
Kohn-Sham gap (alpha / beta): 7.56 / 5.87 eV
Net charge: -1
LUMO energy (alpha / beta): 0.078 / 0.015 hartree

```
104
C39H42Br3F6N2O6P3SSeZr (the ωB97M-V functional and the def2-TZVPD basis)
Zr -1.376 1.312 -0.956
O 0.389 2.174 -4.235
C 0.471 2.596 -3.112
O -0.490 2.606 -2.208
C 1.735 3.203 -2.508
P 1.931 2.620 -0.753
C 2.649 4.134 -0.003
C 1.725 5.127 0.334
C 2.142 6.326 0.890
C 3.492 6.545 1.134
C 4.415 5.560 0.819
C 3.997 4.362 0.252
C 3.377 1.505 -0.751
C 4.075 1.067 -1.870
C 5.095 0.131 -1.745
C 5.423 -0.389 -0.503
C 4.728 0.037 0.622
C 3.717 0.975 0.496
H 1.547 4.276 -2.425
H 2.595 3.038 -3.152
H 0.667 4.950 0.167
H 1.411 7.087 1.135
H 3.821 7.477 1.577
H 5.470 5.724 1.006
H 4.729 3.600 0.011
H 3.811 1.424 -2.856
H 5.628 -0.197 -2.629
H 6.209 -1.127 -0.412
H 4.965 -0.373 1.597
H 3.176 1.308 1.376
Br -5.302 2.882 -3.113
C -4.751 1.174 -3.686
C -5.556 0.499 -4.622
C -5.226 -0.753 -5.041
Br -6.344 -1.611 -6.320
C -4.081 -1.413 -4.534
C -3.687 -2.727 -4.868
C -2.587 -3.274 -4.274
C -1.852 -2.493 -3.358
N -2.178 -1.270 -3.048
C -3.275 -0.721 -3.602
C -3.602 0.611 -3.171
O -2.848 1.235 -2.299
H -6.446 0.987 -4.994
H -4.267 -3.286 -5.590
H -2.271 -4.284 -4.501
H -0.963 -2.891 -2.875
Br 0.572 -0.293 -1.742
C 2.479 -0.444 4.464
C 1.396 -0.912 3.516
O 0.391 0.101 3.380
P 0.179 0.787 1.905
O -1.424 1.121 2.022
C -2.366 0.307 2.750
C -2.535 0.813 4.166
O 0.765 2.266 2.158
C 0.420 3.106 3.268
C 1.689 3.547 3.961
H 3.200 -1.246 4.633
H 2.051 -0.156 5.425
H 3.010 0.416 4.051
H 0.902 -1.809 3.895
H 1.817 -1.155 2.535
H -2.055 -0.739 2.723
H -3.302 0.393 2.201
H -1.628 0.663 4.750
H -3.352 0.270 4.646
H -2.784 1.875 4.157
H -0.248 2.576 3.949
H -0.124 3.960 2.860
H 2.211 2.691 4.390
H 1.452 4.247 4.766
H 2.353 4.045 3.252
S -4.846 -1.722 -0.215
C -3.424 -0.982 -0.191
N -2.369 -0.456 -0.154
C 0.333 -8.472 -0.829
C 0.136 -7.034 -0.436
C 1.101 -6.076 -0.717
C 0.952 -4.750 -0.328
C 2.023 -3.761 -0.687
C -0.213 -4.374 0.375
Se -0.421 -2.603 0.953
C -1.223 -5.329 0.632
C -2.502 -4.967 1.333
C -1.020 -6.639 0.230
H 1.225 -8.596 -1.442
H -0.524 -8.847 -1.391
H 0.442 -9.103 0.056
H 1.997 -6.367 -1.255
H 2.911 -4.276 -1.054
H 2.296 -3.137 0.164
H 1.676 -3.070 -1.458
H -2.947 -4.065 0.915
H -2.324 -4.767 2.392
H -3.219 -5.784 1.253
H -1.791 -7.376 0.434
F -1.257 3.143 0.286
P -2.869 3.836 0.289
F -4.353 4.358 0.239
F -3.330 2.238 0.154
F -2.881 3.674 1.868
F -2.205 5.273 0.404
F -2.733 3.861 -1.300
```

Atom charges from the Löwdin analysis, given in e for atoms 1 to 6: atom 1 (Zr): 1.5604, atom 2 (O): 0.0783, atom 3 (C): -0.7199, atom 4 (O): -0.3565, atom 5 (C): -0.2142, atom 6 (P): 1.0372

=====

3.
This record from the OMol25 dataset describes 7 unconnected molecules or ions with the total composition C39H42ClN8O6S3 at a distorted geometry. The level of theory is the ωB97M-V functional and the def2-TZVPD basis.

Max |F|: 7.05 eV/A
Kohn-Sham gap: 7.51 eV
Net charge: -1
LUMO energy: 0.027 hartree

```
99
C39H42ClN8O6S3 (the ωB97M-V functional and the def2-TZVPD basis)
O -2.480 1.599 -2.566
S -3.911 1.494 -3.202
O -3.927 2.008 -4.661
Cl -5.181 2.661 -1.957
C -4.474 -0.326 -3.055
C -4.682 -0.596 -1.450
C -4.778 -2.188 -1.034
C -3.676 -2.388 0.207
S -4.288 -1.709 1.849
O -4.950 -2.933 2.596
O -5.469 -0.676 1.672
N -3.035 -1.115 2.910
S -2.235 0.300 2.271
O -1.544 1.113 3.432
O -3.153 1.287 1.511
C -0.856 -0.271 1.140
C -0.165 -1.782 1.157
C 1.039 -2.301 0.196
N 1.599 -1.403 -0.854
C 0.988 -0.047 -0.945
C -0.176 0.674 -0.063
H -3.714 -1.041 -3.586
H -5.513 -0.385 -3.616
H -3.739 -0.105 -0.908
H -5.628 -0.037 -1.043
H -4.333 -2.800 -1.943
H -5.851 -2.526 -0.710
H -3.509 -3.539 0.340
H -2.681 -1.914 -0.184
H -0.592 -2.559 1.950
H 1.437 -3.419 0.326
H 1.428 0.639 -1.820
H -0.549 1.789 -0.267
N 7.207 -2.324 -2.461
C 6.541 -1.380 -3.161
C 5.187 -1.123 -3.015
C 4.469 -1.882 -2.097
C 5.127 -2.863 -1.361
C 6.484 -3.043 -1.575
H 7.144 -0.817 -3.867
H 4.705 -0.351 -3.603
H 3.406 -1.710 -1.955
H 4.595 -3.471 -0.638
H 7.042 -3.794 -1.023
N -1.957 6.365 -0.947
C -2.147 7.123 0.155
C -2.706 6.648 1.331
C -3.098 5.315 1.381
C -2.918 4.509 0.262
C -2.347 5.074 -0.867
H -1.828 8.157 0.065
H -2.832 7.302 2.186
H -3.541 4.907 2.285
H -3.214 3.466 0.269
H -2.182 4.485 -1.765
N -1.865 -4.712 4.877
C -2.803 -3.748 4.998
C -2.828 -2.820 6.027
C -1.832 -2.886 6.996
C -0.852 -3.869 6.900
C -0.909 -4.749 5.832
H -3.561 -3.740 4.220
H -3.605 -2.066 6.073
H -1.818 -2.177 7.818
H -0.062 -3.946 7.639
H -0.166 -5.532 5.711
N -8.816 4.583 -4.119
C -7.479 4.389 -4.076
C -6.574 5.090 -4.857
C -7.067 6.045 -5.740
C -8.438 6.266 -5.808
C -9.264 5.518 -4.984
H -7.144 3.631 -3.375
H -5.510 4.895 -4.779
H -6.388 6.613 -6.369
H -8.854 7.003 -6.485
H -10.342 5.656 -4.998
N 9.613 0.035 -3.868
C 10.519 1.008 -4.108
C 11.865 0.902 -3.796
C 12.311 -0.272 -3.197
C 11.401 -1.291 -2.935
C 10.076 -1.093 -3.287
H 10.122 1.905 -4.574
H 12.549 1.714 -4.014
H 13.358 -0.391 -2.936
H 11.717 -2.217 -2.468
H 9.328 -1.860 -3.106
N 2.589 -4.432 4.794
C 3.933 -4.562 4.856
C 4.777 -3.594 5.377
C 4.212 -2.419 5.861
C 2.831 -2.255 5.809
C 2.070 -3.281 5.273
H 4.326 -5.495 4.463
H 5.849 -3.753 5.404
H 4.842 -1.637 6.275
H 2.360 -1.351 6.177
H 0.988 -3.202 5.213
```

Atom charges from the Löwdin analysis, given in e for atoms 1 to 6: atom 1 (O): -0.4425, atom 2 (S): 0.5259, atom 3 (O): -0.4248, atom 4 (Cl): 0.4025, atom 5 (C): -0.2402, atom 6 (C): -0.2616

=====

4.
This record from the OMol25 dataset describes 2 unconnected molecules or ions with the total composition C39H42N8O6 at a distorted geometry. The level of theory is the ωB97M-V functional and the def2-TZVPD basis.

Max |F|: 3.38 eV/A
Kohn-Sham gap: 4.85 eV
LUMO energy: -0.059 hartree

```
95
C39H42N8O6 (the ωB97M-V functional and the def2-TZVPD basis)
C -0.987 1.930 -3.400
C -0.471 3.233 -2.798
C -1.046 4.452 -3.529
C 1.058 3.178 -2.801
C 1.770 3.658 -3.899
C 3.141 3.440 -4.011
C 3.813 2.773 -2.995
C 3.126 2.244 -1.902
C 3.905 1.366 -0.913
C 4.811 2.211 -0.026
C 4.704 0.278 -1.640
C 1.742 2.470 -1.789
N 0.989 1.856 -0.714
N 0.310 0.713 -0.950
N -0.300 0.412 0.234
C -0.802 -0.922 0.447
C 0.000 -1.849 1.134
C 1.488 -1.569 1.330
C 2.217 -1.691 -0.002
C 2.153 -2.420 2.417
C -0.583 -3.044 1.551
C -1.885 -3.358 1.162
C -2.626 -2.480 0.375
C -2.105 -1.230 0.029
C -2.943 -0.247 -0.801
C -4.354 -0.037 -0.241
C -2.982 -0.687 -2.264
C 0.133 1.263 1.246
C -0.337 1.183 2.610
C 0.470 1.649 3.687
C -0.089 1.838 4.948
C -1.434 1.535 5.177
C -2.197 0.941 4.159
C -1.643 0.697 2.909
C 0.901 2.241 0.641
C 1.365 3.438 1.141
H -0.616 1.076 -2.820
H -2.082 1.899 -3.419
H -0.616 1.815 -4.430
H -0.804 3.296 -1.750
H -0.623 5.381 -3.130
H -0.853 4.403 -4.609
H -2.131 4.483 -3.378
H 1.235 4.183 -4.693
H 3.682 3.762 -4.899
H 4.891 2.609 -3.051
H 3.158 0.876 -0.275
H 4.221 2.914 0.573
H 5.379 1.570 0.656
H 5.522 2.781 -0.639
H 4.052 -0.333 -2.276
H 5.481 0.717 -2.276
H 5.196 -0.385 -0.919
H 1.573 -0.525 1.665
H 1.772 -1.027 -0.753
H 3.279 -1.439 0.102
H 2.141 -2.719 -0.385
H 1.616 -2.328 3.370
H 2.197 -3.479 2.128
H 3.182 -2.070 2.575
H -0.010 -3.741 2.168
H -2.323 -4.302 1.478
H -3.630 -2.749 0.040
H -2.421 0.719 -0.739
H -4.309 0.351 0.785
H -4.890 0.696 -0.857
H -4.927 -0.973 -0.240
H -1.966 -0.819 -2.655
H -3.510 -1.643 -2.367
H -3.496 0.057 -2.882
H 1.527 1.864 3.488
H 0.523 2.253 5.754
H -1.892 1.759 6.144
H -3.238 0.675 4.360
H -2.203 0.165 2.128
H 1.673 3.496 2.177
H 1.671 4.198 0.423
O -2.866 4.579 7.019
N -1.849 4.857 6.407
C -1.500 5.103 5.094
C -0.135 5.420 5.071
N 0.388 5.428 6.341
O -0.651 5.086 7.141
C 0.605 5.393 3.834
N 2.053 5.531 3.881
O 2.581 6.231 4.765
O 2.753 4.942 3.016
C -0.079 5.093 2.625
C -1.434 4.736 2.686
N -2.191 3.961 1.792
O -2.014 3.632 0.621
O -3.238 3.405 2.512
N -3.207 3.793 3.845
C -2.172 4.686 3.904
H 0.386 5.201 1.646
```

Atom charges from the Löwdin analysis, given in e for atoms 1 to 6: atom 1 (C): -0.0678, atom 2 (C): -0.3658, atom 3 (C): -0.0731, atom 4 (C): -0.1187, atom 5 (C): -0.0278, atom 6 (C): -0.0505

=====

5.
This record from the OMol25 dataset describes a molecular structure, C39H43As2ClLuSi2 at a distorted geometry. The level of theory is the ωB97M-V functional and the def2-TZVPD basis.

Max |F|: 4.69 eV/A
Kohn-Sham gap: 5.27 eV
Net charge: +1
LUMO energy: -0.108 hartree

```
88
C39H43As2ClLuSi2 (the ωB97M-V functional and the def2-TZVPD basis)
C -1.850 -0.684 3.854
C -2.435 -0.159 2.669
C -2.277 -1.146 1.645
H -2.882 0.825 2.552
C -1.596 -2.262 2.206
C -1.336 -1.984 3.571
H -0.880 -2.655 4.284
H -1.804 -0.179 4.815
H -2.603 -1.055 0.620
H -1.262 -3.141 1.651
Lu -0.102 -0.434 2.326
Si 0.377 0.013 -0.693
C -0.513 1.525 -1.265
C 0.028 2.487 -2.135
H 1.041 2.355 -2.524
C -0.748 3.580 -2.539
H -0.374 4.259 -3.306
C -2.021 3.808 -2.006
H -2.616 4.655 -2.338
C -2.506 2.920 -1.034
H -3.473 3.118 -0.576
C -1.775 1.786 -0.673
H -2.176 1.102 0.083
C -0.303 -1.615 -1.310
C -1.416 -1.597 -2.165
H -1.756 -0.651 -2.597
C -2.080 -2.799 -2.450
H -2.960 -2.759 -3.088
C -1.621 -4.019 -1.961
H -2.112 -4.944 -2.248
C -0.500 -4.031 -1.129
H -0.160 -4.977 -0.724
C 0.187 -2.850 -0.830
H 1.093 -2.867 -0.217
H 1.830 0.144 -0.302
Si 2.024 0.084 -4.679
C 1.428 -1.525 -5.363
C 0.636 -1.522 -6.528
H 0.391 -0.575 -7.022
C 0.129 -2.723 -7.035
H -0.508 -2.706 -7.916
C 0.400 -3.929 -6.388
H -0.066 -4.853 -6.732
C 1.234 -3.935 -5.263
H 1.456 -4.870 -4.758
C 1.749 -2.743 -4.737
H 2.366 -2.760 -3.827
C 0.911 1.431 -5.359
C -0.465 1.575 -5.106
H -0.966 0.936 -4.372
C -1.201 2.565 -5.783
H -2.263 2.674 -5.570
C -0.595 3.394 -6.721
H -1.178 4.160 -7.240
C 0.773 3.241 -6.988
H 1.253 3.874 -7.729
C 1.535 2.292 -6.294
H 2.619 2.202 -6.456
H 3.468 0.303 -4.963
Cl 2.253 -0.177 -2.599
C 3.643 -0.530 5.208
As 1.929 -0.925 4.367
C 1.837 -2.799 5.021
C 0.895 -0.004 5.831
C 0.856 -0.669 7.048
C 0.048 -0.176 8.083
C -0.694 0.976 7.862
C -0.648 1.681 6.631
C 0.175 1.202 5.611
As 0.112 1.938 3.754
C -1.315 3.250 3.976
C 1.761 2.994 3.775
H 4.425 -0.659 4.453
H 3.808 -1.232 6.040
H 3.642 0.498 5.584
H 2.304 -2.874 6.014
H 0.795 -3.133 5.081
H 2.383 -3.400 4.280
H 1.431 -1.569 7.205
H 0.038 -0.699 9.041
H -1.343 1.360 8.656
H -1.266 2.577 6.490
H -0.934 4.137 4.499
H -1.643 3.522 2.962
H -2.157 2.800 4.516
H 1.662 3.788 4.530
H 2.616 2.333 3.978
H 1.837 3.432 2.768
```

Atom charges from the Löwdin analysis, given in e for atoms 1 to 6: atom 1 (C): -0.2584, atom 2 (C): -0.2275, atom 3 (C): -0.2124, atom 4 (H): 0.1111, atom 5 (C): -0.2009, atom 6 (C): -0.2325

=====

| no. | molecular weight (g/mol) |
| --- | --- |
| 1 | 1066.1 |
| 2 | 1283.6 |
| 3 | 850.5 |
| 4 | 718.8 |
| 5 | 928.2 |